No. 1
C2H3F2I | ωB97M-V/def2-TZVPD

HOMO-LUMO gap: 9.872 eV
HOMO energy: -9.949 eV
SMILES: FC[C@@H](F)I
relative energy (zero: lowest compared OMol25 entry of this formula, charge and spin): 113.3 kJ/mol
total energy: -575.38347 Ha
LUMO level: -0.077 eV

Geometry as XYZ:
```
8
Properties=species:S:1:pos:R:3:forces:R:3:nbo_charge:R:1
F 0.273 1.614 -0.370 -1.0 -1.2 0.9 -0.355
C 0.138 0.374 0.288 0.8 -2.1 -0.2 -0.019
C -0.876 -0.600 -0.458 0.8 2.0 -2.2 0.108
F -0.697 -1.916 -0.113 -0.2 1.2 -0.1 -0.342
I -2.975 0.133 -0.006 1.4 -0.7 -0.4 0.025
H 1.220 -0.101 0.159 -2.4 0.7 0.9 0.191
H -0.329 0.377 1.329 1.5 0.9 -1.0 0.193
H -0.649 -0.412 -1.602 -1.0 -0.8 2.1 0.199
```
Forces are in eV/Å.

=====

No. 2
CO3S3 | ωB97M-V/def2-TZVPD

HOMO-LUMO gap: 9.132 eV
HOMO energy: -10.292 eV
relative energy (zero: lowest compared OMol25 entry of this formula, charge and spin): 118.7 kJ/mol
total energy: -1458.31925 Ha
LUMO level: -1.160 eV

Geometry as XYZ:
```
7
Properties=species:S:1:pos:R:3:forces:R:3:nbo_charge:R:1
C -0.689 0.926 0.781 1.9 1.2 0.7 -0.145
O 0.426 -2.008 -0.069 0.4 0.0 -0.1 -0.863
O 0.773 -0.293 -1.837 0.9 0.1 -2.1 -0.871
O 0.790 0.413 0.462 -2.8 0.1 0.5 -0.703
S -0.787 2.154 1.821 -0.3 -1.4 -1.1 0.178
S -1.674 -0.033 -0.302 0.8 0.6 0.8 0.140
S 0.336 -0.687 -0.577 -0.9 -0.6 1.3 2.265
```
Forces are in eV/Å.

=====

No. 3
C54H52F8NOP2 | ωB97M-V/def2-TZVPD

total charge: -1
HOMO-LUMO gap: 5.626 eV
HOMO energy: -3.497 eV
total energy: -3700.46398 Ha
LUMO level: 2.129 eV

Geometry as XYZ:
```
118
Properties=species:S:1:pos:R:3:forces:R:3:lowdin_charge:R:1
C -4.435 2.562 2.987 0.3 0.0 -0.5 -0.380
P -3.763 1.741 1.469 -0.6 -0.7 -0.6 0.625
O -3.245 2.975 0.445 0.0 0.3 0.5 -0.465
P -1.885 0.737 2.247 0.5 -0.3 0.3 0.175
C -0.377 -0.235 2.940 -0.6 0.7 -0.3 -0.455
C 0.275 0.259 4.069 0.5 -0.4 0.2 -0.111
C 1.336 -0.455 4.602 -0.4 0.0 -0.5 -0.093
C 1.677 -1.648 3.977 0.4 -0.3 0.2 -0.117
C 0.976 -2.075 2.866 -0.3 0.6 0.2 -0.220
N -0.030 -1.369 2.333 0.2 -0.3 0.1 0.050
H -3.906 3.482 3.233 0.0 0.1 0.1 0.022
H -4.295 1.854 3.799 0.0 -0.1 0.2 -0.003
H -5.499 2.733 2.861 -0.1 0.3 0.1 -0.010
H -2.564 3.517 0.865 0.2 -0.1 0.0 0.022
H -1.491 0.412 0.868 -0.1 0.0 -0.1 -0.062
H -1.092 2.000 2.167 0.0 0.2 0.1 -0.060
H -2.237 1.090 3.647 0.0 -0.1 0.1 -0.063
H -2.670 -0.517 2.320 -0.1 0.1 0.0 -0.065
H -0.050 1.182 4.522 -0.2 0.2 0.0 0.083
H 1.882 -0.104 5.464 0.1 0.0 0.1 0.092
H 2.487 -2.253 4.360 0.1 -0.1 0.0 0.091
H 1.223 -3.013 2.391 0.0 -0.2 -0.1 0.089
F -1.285 1.138 -4.345 0.0 0.0 0.0 0.039
C -2.268 2.043 -4.120 -0.1 0.1 0.0 -0.285
C -2.802 2.718 -5.199 0.1 0.0 -0.2 -0.034
C -3.814 3.640 -4.970 0.0 0.0 0.1 -0.102
C -4.264 3.874 -3.677 0.0 0.0 0.0 -0.097
C -3.704 3.187 -2.607 -0.2 0.1 -0.2 -0.067
C -2.701 2.256 -2.827 0.1 -0.2 0.1 -0.009
H -2.430 2.521 -6.196 0.0 0.0 0.0 0.109
H -4.250 4.175 -5.804 0.0 0.0 0.0 0.096
H -5.052 4.596 -3.502 0.0 0.0 0.0 0.096
H -4.044 3.360 -1.598 0.0 0.0 0.1 0.080
H -2.268 1.704 -2.001 0.0 0.0 0.0 0.111
F 0.496 2.788 0.097 0.0 0.0 0.0 0.056
C 1.385 2.782 -0.904 0.1 0.0 -0.1 -0.286
C 2.646 3.306 -0.687 0.1 0.0 0.1 -0.015
C 3.562 3.298 -1.729 -0.1 0.0 -0.1 -0.090
C 3.210 2.779 -2.967 0.1 0.0 -0.1 -0.110
C 1.938 2.259 -3.163 0.1 0.1 0.1 -0.079
C 1.016 2.255 -2.127 -0.1 -0.1 0.0 -0.013
H 2.896 3.709 0.286 0.0 0.0 0.0 0.115
H 4.556 3.697 -1.572 0.0 0.0 0.0 0.099
H 3.929 2.772 -3.776 0.0 0.0 0.0 0.088
H 1.659 1.850 -4.126 0.0 0.0 0.0 0.105
H 0.025 1.848 -2.257 0.0 0.0 0.0 0.093
F 5.671 2.565 -6.366 0.0 0.0 0.0 0.038
C 5.808 1.244 -6.108 0.0 -0.2 0.0 -0.285
C 5.130 0.337 -6.896 -0.1 0.0 -0.1 -0.016
C 5.270 -1.016 -6.620 0.1 0.0 0.1 -0.080
C 6.072 -1.436 -5.568 0.0 0.0 0.0 -0.092
C 6.742 -0.502 -4.792 0.0 0.0 -0.1 -0.091
C 6.616 0.852 -5.062 0.1 0.1 0.1 -0.019
H 4.501 0.688 -7.703 0.0 0.0 0.0 0.116
H 4.746 -1.742 -7.226 0.0 0.0 0.0 0.104
H 6.168 -2.491 -5.349 0.0 0.0 0.0 0.102
H 7.358 -0.826 -3.964 0.0 0.0 0.0 0.101
H 7.128 1.597 -4.468 0.0 0.0 0.0 0.119
F 4.481 -0.018 -2.589 0.1 0.0 -0.1 0.049
C 4.272 -0.866 -1.561 -0.1 -0.1 0.2 -0.278
C 5.298 -1.700 -1.165 0.1 0.0 -0.1 -0.031
C 5.078 -2.568 -0.104 -0.1 0.0 0.0 -0.095
C 3.846 -2.590 0.533 0.0 0.0 0.0 -0.092
C 2.827 -1.743 0.116 0.1 -0.1 -0.1 -0.056
C 3.039 -0.867 -0.939 -0.1 0.1 -0.1 0.012
H 6.249 -1.667 -1.681 0.0 0.0 0.0 0.101
H 5.872 -3.225 0.225 0.0 0.0 0.0 0.098
H 3.677 -3.269 1.360 0.0 0.0 0.0 0.096
H 1.867 -1.769 0.611 0.0 0.1 -0.1 0.078
H 2.264 -0.191 -1.276 0.0 0.0 0.0 0.112
F 5.507 9.685 -6.368 0.0 0.0 0.0 0.048
C 5.646 8.367 -6.108 0.0 -0.1 0.0 -0.291
C 4.982 7.455 -6.902 -0.1 0.0 -0.1 -0.019
C 5.131 6.102 -6.633 0.1 0.0 0.1 -0.075
C 5.929 5.682 -5.578 0.0 0.0 0.1 -0.090
C 6.584 6.619 -4.791 -0.1 0.0 -0.1 -0.080
C 6.448 7.975 -5.055 0.1 0.1 0.1 -0.023
H 4.359 7.804 -7.715 0.0 0.0 0.0 0.115
H 4.621 5.372 -7.247 0.0 0.0 0.0 0.105
H 6.037 4.629 -5.372 0.0 0.0 0.0 0.079
H 7.203 6.295 -3.966 0.0 0.0 0.0 0.103
H 6.954 8.722 -4.458 0.0 0.0 0.0 0.115
F -7.928 0.609 3.415 0.0 0.0 0.0 0.063
C -8.862 1.190 2.644 -0.1 0.1 -0.1 -0.289
C -8.798 1.032 1.274 0.1 -0.1 -0.1 -0.009
C -9.771 1.632 0.489 -0.1 0.0 0.1 -0.085
C -10.782 2.382 1.074 0.0 0.0 0.0 -0.108
C -10.823 2.530 2.453 0.0 0.0 -0.1 -0.096
C -9.860 1.928 3.250 0.0 0.0 0.1 -0.023
H -7.996 0.453 0.836 0.0 0.0 0.1 0.121
H -9.736 1.514 -0.586 0.0 0.0 0.0 0.103
H -11.536 2.852 0.456 0.0 0.0 0.0 0.095
H -11.607 3.117 2.913 0.0 0.0 0.0 0.099
H -9.875 2.027 4.327 0.0 0.0 0.0 0.114
F 1.213 -4.807 4.379 0.1 -0.2 0.0 0.053
C 0.455 -4.879 5.489 -0.2 0.1 0.1 -0.291
C -0.538 -3.937 5.677 -0.1 0.1 -0.1 0.004
C -1.321 -4.022 6.818 0.1 -0.1 0.0 -0.066
C -1.101 -5.028 7.751 0.0 0.0 0.0 -0.099
C -0.095 -5.960 7.541 0.0 0.1 0.0 -0.104
C 0.689 -5.892 6.397 0.2 -0.1 0.0 -0.046
H -0.687 -3.157 4.941 0.0 0.0 0.0 0.117
H -2.108 -3.297 6.978 0.0 0.0 0.0 0.109
H -1.716 -5.087 8.639 0.0 0.0 0.0 0.099
H 0.079 -6.747 8.264 0.0 0.0 0.0 0.104
H 1.471 -6.615 6.205 0.0 0.0 0.0 0.118
F -3.329 -8.219 6.643 0.0 0.0 0.0 0.053
C -2.866 -8.559 5.421 0.1 -0.1 -0.2 -0.279
C -1.802 -7.859 4.890 0.0 0.1 0.1 0.000
C -1.330 -8.216 3.636 -0.1 -0.1 0.0 -0.069
C -1.926 -9.255 2.933 0.0 0.0 0.0 -0.099
C -2.996 -9.942 3.488 0.1 0.1 0.0 -0.092
C -3.473 -9.597 4.745 -0.1 -0.1 0.1 -0.025
H -1.356 -7.047 5.447 -0.1 0.0 0.0 0.088
H -0.495 -7.678 3.207 0.0 0.0 0.0 0.108
H -1.557 -9.527 1.953 0.0 0.0 0.0 0.099
H -3.465 -10.749 2.940 0.0 0.0 0.0 0.100
H -4.303 -10.123 5.198 0.0 0.0 0.0 0.113
```
Forces are in eV/Å.

=====

No. 4
C50H100O20S5 | ωB97M-V/def2-TZVPD

HOMO-LUMO gap: 9.798 eV
HOMO energy: -9.548 eV
total energy: -5460.72838 Ha
LUMO level: 0.250 eV

Geometry as XYZ:
```
175
Properties=species:S:1:pos:R:3:forces:R:3:lowdin_charge:R:1
C -19.318 -13.488 -10.203 -3.2 0.0 -0.5 -0.245
C -18.818 -12.289 -10.941 0.1 1.2 -1.9 -0.190
C -18.832 -12.560 -12.490 -0.5 -0.8 1.5 -0.185
S -19.004 -14.329 -12.615 -0.3 0.0 -0.5 0.624
O -18.041 -14.892 -13.504 1.3 -0.2 -0.2 -0.305
O -20.351 -14.687 -12.928 -1.7 0.0 0.1 -0.312
C -18.776 -14.686 -10.912 1.5 0.2 0.6 -0.250
H -20.445 -13.523 -10.280 0.9 0.1 0.4 0.129
H -19.043 -13.474 -9.174 0.2 0.0 0.8 0.099
H -17.752 -12.243 -10.778 0.3 0.8 0.8 0.089
H -19.408 -11.342 -10.791 1.0 -0.9 0.4 0.138
H -17.923 -12.322 -12.982 0.7 0.4 -0.4 0.092
H -19.679 -12.110 -12.950 -0.6 0.2 -0.6 0.092
H -17.703 -14.593 -10.678 0.0 -0.9 -0.5 0.099
H -19.238 -15.630 -10.642 0.1 -0.1 -0.2 0.093
C -11.649 -15.500 -4.819 0.9 -0.1 0.9 -0.237
C -12.931 -16.334 -4.969 0.3 0.7 -0.3 -0.187
C -13.917 -15.448 -5.790 0.7 -0.2 0.1 -0.180
S -13.260 -13.752 -5.670 0.1 0.3 2.3 0.659
O -14.190 -12.709 -5.289 -0.3 -0.6 -0.3 -0.326
O -12.422 -13.504 -6.790 0.7 0.1 -1.6 -0.313
C -12.176 -14.149 -4.275 -0.5 -0.3 -0.2 -0.203
H -11.019 -15.473 -5.725 -0.6 0.5 0.2 0.118
H -10.970 -15.900 -4.064 -0.2 -0.4 0.1 0.112
H -13.292 -16.371 -3.959 -0.5 -0.6 0.4 0.087
H -12.772 -17.343 -5.395 -0.3 0.6 0.3 0.129
H -14.931 -15.433 -5.442 -0.5 -0.1 0.2 0.070
H -13.855 -15.783 -6.813 -0.2 0.4 -0.5 0.077
H -12.872 -14.345 -3.390 1.0 0.4 -1.0 0.110
H -11.437 -13.338 -4.067 -0.7 -0.7 -0.4 0.124
C -19.388 -21.912 -8.030 -1.3 0.0 -0.9 -0.182
C -20.559 -22.948 -8.132 -0.3 1.0 1.6 -0.202
C -21.437 -22.770 -9.346 0.2 0.6 -0.7 -0.203
S -20.789 -21.253 -10.158 0.0 -1.4 -0.2 0.684
O -21.416 -20.148 -9.480 -0.4 0.4 0.0 -0.330
O -20.785 -21.355 -11.602 -0.1 0.3 0.7 -0.323
C -19.167 -21.390 -9.466 -0.7 0.4 2.0 -0.215
H -18.479 -22.328 -7.648 0.4 -0.5 0.1 0.071
H -19.660 -21.088 -7.378 -0.2 0.2 -0.1 0.089
H -21.207 -22.928 -7.261 0.2 0.2 0.4 0.112
H -20.186 -23.932 -8.178 0.8 -1.1 0.1 0.095
H -22.525 -22.660 -9.172 0.7 0.1 -0.1 0.117
H -21.210 -23.660 -9.912 -0.5 0.2 -1.1 0.098
H -18.669 -20.453 -9.404 0.2 1.1 -0.4 0.087
H -18.571 -22.052 -9.996 0.9 -1.4 -1.3 0.090
C -17.578 -21.268 -4.013 0.9 -0.6 1.8 -0.208
C -19.004 -20.826 -4.363 -0.1 -1.2 1.4 -0.166
C -20.012 -21.503 -3.291 0.0 1.3 -2.1 -0.189
S -18.981 -21.960 -1.937 0.7 -0.3 0.8 0.646
O -18.851 -23.398 -2.002 0.0 0.1 0.2 -0.322
O -19.303 -21.284 -0.703 -0.7 -0.3 0.1 -0.333
C -17.460 -21.234 -2.483 -0.5 0.5 0.3 -0.249
H -16.806 -20.572 -4.263 0.4 0.3 -1.2 0.085
H -17.283 -22.301 -4.233 -0.4 0.3 -0.9 0.124
H -19.231 -21.128 -5.369 -0.4 0.0 -0.3 0.074
H -19.125 -19.761 -4.269 0.1 0.4 -0.1 0.074
H -20.484 -22.383 -3.767 0.2 0.4 0.7 0.111
H -20.762 -20.741 -3.010 0.3 -0.6 0.0 0.093
H -16.636 -21.678 -1.910 -0.1 -0.5 -0.8 0.121
H -17.436 -20.209 -2.128 -0.5 0.3 0.0 0.078
C -24.036 -17.556 -6.594 -2.1 -3.1 -1.3 -0.256
C -23.728 -16.467 -5.686 0.5 2.1 1.1 -0.223
C -22.696 -16.982 -4.662 -1.4 0.5 -0.2 -0.216
S -22.000 -18.391 -5.379 1.6 -1.9 1.1 0.657
O -22.497 -19.519 -4.620 -0.4 -0.5 -0.3 -0.321
O -20.547 -18.271 -5.387 -0.4 0.3 -0.7 -0.343
C -22.756 -18.310 -6.978 0.1 1.1 1.1 -0.197
H -24.525 -17.180 -7.490 -0.1 -0.1 -0.1 0.117
H -24.778 -18.279 -6.113 1.0 0.7 -0.6 0.147
H -24.649 -16.124 -5.175 0.7 0.2 -0.3 0.137
H -23.299 -15.660 -6.314 -0.2 -0.1 0.8 0.113
H -23.167 -17.340 -3.746 0.1 0.2 0.0 0.118
H -21.871 -16.349 -4.477 0.6 1.0 0.4 0.069
H -22.852 -19.295 -7.393 0.0 -0.3 -0.3 0.099
H -22.081 -17.646 -7.504 0.0 -0.1 -0.7 0.080
C -18.649 -18.064 -12.632 1.2 0.1 -0.6 0.011
C -17.235 -17.859 -11.926 -1.3 0.1 -0.7 -0.444
O -17.092 -18.028 -10.734 -0.4 -0.2 0.1 0.018
C -16.053 -17.488 -12.773 -0.6 1.7 1.1 -0.012
H -19.225 -18.774 -12.040 -0.1 0.1 0.0 0.057
H -18.504 -18.471 -13.673 0.0 0.2 1.1 0.097
H -19.222 -17.125 -12.812 0.6 -0.5 0.5 0.052
H -15.156 -17.656 -12.200 0.4 -0.2 0.0 0.079
H -16.110 -16.404 -13.029 -0.1 -0.6 0.2 0.093
H -16.097 -18.019 -13.669 0.2 -0.9 -1.6 0.058
C -23.465 -15.109 -10.886 -1.2 -0.4 -1.1 -0.025
C -22.584 -16.257 -10.332 0.4 0.7 -0.9 -0.449
O -22.032 -16.067 -9.278 0.3 -0.4 0.7 0.032
C -22.341 -17.494 -11.228 -3.0 0.0 0.8 0.009
H -24.375 -14.878 -10.269 0.8 -0.6 -0.3 0.090
H -23.820 -15.330 -11.937 0.4 0.2 1.2 0.089
H -22.937 -14.156 -10.927 0.4 -0.3 0.1 0.063
H -21.533 -17.339 -11.914 0.6 0.1 -0.3 0.060
H -23.298 -17.540 -11.803 0.8 -0.1 -0.1 0.085
H -22.323 -18.468 -10.695 0.6 0.9 0.0 0.061
C -15.984 -20.678 -7.670 1.7 -1.8 -0.4 -0.001
C -15.568 -22.185 -7.804 0.2 1.3 -1.0 -0.440
O -16.369 -23.081 -7.728 -0.1 -0.1 0.3 0.056
C -14.120 -22.508 -8.228 0.4 0.0 -0.1 -0.027
H -15.218 -20.256 -7.050 0.4 0.6 0.5 0.069
H -16.929 -20.548 -7.215 -1.1 0.0 0.4 0.043
H -15.916 -20.194 -8.643 -0.1 0.0 -0.1 0.084
H -13.678 -21.837 -8.996 -0.9 -0.3 0.0 0.083
H -14.150 -23.563 -8.578 0.3 0.8 0.2 0.088
H -13.337 -22.368 -7.456 -0.8 -0.4 0.2 0.084
C -15.050 -15.621 -9.472 0.6 0.4 0.0 0.002
C -14.658 -14.402 -10.324 -1.7 -0.6 0.1 -0.448
O -15.482 -13.959 -11.113 0.7 -0.1 0.4 0.038
C -13.345 -13.740 -10.094 0.0 0.1 -0.2 -0.009
H -15.823 -16.213 -9.947 -0.2 0.0 -0.1 0.049
H -15.380 -15.315 -8.476 -0.3 0.4 -0.1 0.068
H -14.201 -16.256 -9.239 0.4 -0.2 -0.3 0.079
H -13.553 -12.696 -9.826 0.4 -0.2 -0.3 0.097
H -12.702 -13.857 -10.965 -0.3 0.5 -0.4 0.095
H -12.782 -14.231 -9.335 0.2 -0.2 1.0 0.050
C -16.198 -10.187 -5.635 -0.3 0.3 1.4 -0.024
C -16.842 -11.112 -6.640 0.3 -1.2 -0.6 -0.457
O -17.866 -11.704 -6.358 0.3 0.5 -0.2 0.037
C -16.148 -11.356 -8.017 -0.6 1.6 0.5 0.004
H -16.635 -9.167 -5.650 0.2 -0.5 -0.3 0.094
H -15.116 -10.106 -5.700 0.0 0.0 -0.4 0.072
H -16.408 -10.569 -4.599 0.0 0.2 -1.1 0.076
H -16.669 -12.079 -8.622 -0.4 -0.4 0.1 0.047
H -15.108 -11.664 -7.933 0.1 0.3 0.3 0.064
H -16.221 -10.374 -8.562 0.4 -0.8 0.4 0.102
C -21.521 -11.468 -5.898 0.2 -0.8 -0.1 -0.015
C -21.838 -12.926 -5.779 -0.1 0.0 -0.2 -0.510
O -22.838 -13.316 -5.209 0.4 -0.2 -0.1 0.054
C -20.825 -13.829 -6.423 1.0 -0.8 -0.1 -0.017
H -21.605 -11.236 -6.978 0.2 0.4 0.7 0.109
H -20.525 -11.312 -5.493 0.4 0.1 -0.5 0.073
H -22.187 -10.982 -5.229 -0.9 0.9 0.0 0.069
H -19.811 -13.346 -6.466 -0.9 -0.5 0.1 0.072
H -21.093 -14.129 -7.462 -0.1 0.3 0.6 0.087
H -20.761 -14.761 -5.825 0.1 0.4 -0.4 0.077
C -17.099 -17.395 -5.964 -0.7 1.8 -0.6 0.011
C -17.715 -16.271 -6.812 -0.8 0.7 -0.3 -0.446
O -17.484 -15.070 -6.715 0.2 -1.5 0.4 0.041
C -18.559 -16.833 -7.934 0.5 1.8 -1.6 0.001
H -16.650 -16.982 -5.082 0.1 0.0 0.5 0.047
H -16.347 -17.699 -6.645 1.2 -0.8 -0.5 0.068
H -17.777 -18.221 -5.818 -0.3 -0.1 0.3 0.071
H -18.908 -16.069 -8.712 0.5 -0.8 1.5 0.085
H -19.412 -17.365 -7.591 -0.6 -0.7 0.4 0.055
H -17.874 -17.478 -8.485 -0.2 -0.5 -0.1 0.064
C -20.364 -14.065 -2.044 -0.4 1.7 -0.5 -0.014
C -19.422 -14.875 -1.284 1.4 -1.2 1.0 -0.517
O -18.336 -14.462 -0.942 0.3 0.6 -0.1 0.060
C -19.793 -16.270 -0.858 0.8 -0.4 1.2 -0.011
H -20.173 -14.143 -3.099 0.2 -0.4 -0.7 0.076
H -20.211 -12.990 -1.850 -0.1 -0.4 0.2 0.106
H -21.388 -14.334 -1.898 -0.7 -0.2 0.2 0.081
H -18.930 -16.813 -0.358 -0.8 0.7 -1.2 0.106
H -20.292 -16.837 -1.623 -0.1 -0.4 -0.4 0.069
H -20.480 -16.164 -0.028 -0.6 0.1 0.1 0.083
C -16.796 -13.380 -3.649 0.9 0.4 -0.4 -0.027
C -15.732 -13.400 -2.581 -0.2 2.9 -0.4 -0.472
O -15.064 -14.357 -2.327 0.7 -1.1 0.3 0.047
C -15.507 -12.007 -1.903 -1.4 -0.8 0.2 0.003
H -17.407 -12.494 -3.563 -0.4 0.0 0.1 0.065
H -17.354 -14.277 -3.502 -0.6 -0.7 -0.4 0.065
H -16.327 -13.300 -4.661 -0.3 -0.5 0.9 0.073
H -16.251 -11.282 -2.254 0.0 -0.3 0.2 0.062
H -14.570 -11.568 -2.111 1.4 0.1 -0.5 0.058
H -15.576 -12.085 -0.814 -0.1 -0.2 -0.1 0.085
C -15.806 -17.779 -2.263 -0.7 2.0 -0.9 -0.024
C -14.555 -18.574 -2.375 1.4 -2.3 -0.3 -0.493
O -14.211 -19.333 -3.292 -1.3 1.7 0.6 0.025
C -13.670 -18.584 -1.157 -1.2 0.8 0.8 -0.022
H -15.608 -16.738 -1.876 0.2 -0.9 -0.5 0.087
H -16.465 -18.144 -1.471 0.0 -0.5 -0.3 0.085
H -16.338 -17.623 -3.246 0.4 -0.6 1.2 0.078
H -13.489 -17.565 -0.839 0.1 0.4 0.2 0.077
H -12.738 -19.051 -1.355 0.6 -0.7 -0.2 0.069
H -14.215 -19.055 -0.308 0.4 0.1 -0.5 0.105
```
Forces are in eV/Å.

=====

No. 5
HO5S2 | ωB97M-V/def2-TZVPD

total charge: -1
HOMO-LUMO gap: 7.787 eV
HOMO energy: -4.200 eV
SMILES: O=S1#[S@@]([O-])(OO)O1
relative energy (zero: lowest compared OMol25 entry of this formula, charge and spin): 473.0 kJ/mol
total energy: -1173.07112 Ha
LUMO level: 3.587 eV

Geometry as XYZ:
```
8
Properties=species:S:1:pos:R:3:forces:R:3:nbo_charge:R:1
O 1.776 -2.026 -0.256 0.7 -0.1 0.1 -0.972
S 1.744 -0.613 0.155 -1.1 -0.5 0.6 1.177
S -0.236 -0.166 0.745 -0.9 -3.0 -1.8 1.378
O -0.300 1.246 0.825 -0.5 4.0 0.4 -1.009
O -1.424 -0.320 -0.744 0.2 -1.6 0.9 -0.579
O -1.786 0.862 -1.411 1.6 1.8 0.4 -0.501
O 1.279 -0.426 1.722 1.5 -0.4 0.1 -0.943
H -1.052 1.443 -1.035 -1.4 -0.3 -0.6 0.449
```
Forces are in eV/Å.